1.
Molecular formula: C4H8O3
Method: DFT, ωB97M-V with the def2-TZVPD basis set

Geometry as ORCA input:
```
! wB97M-V def2-TZVPD RIJCOSX def2/J DEFGRID3
* xyz 0 1
C 0.64458 -1.27797 0.11309
C 0.86133 0.22569 0.15537
O 2.12040 0.49828 -0.44650
C -0.23143 0.99594 -0.61559
O -1.45864 0.26172 -0.75879
C -2.06107 -0.12870 0.36262
O -1.75535 0.18806 1.48417
H 0.49643 -1.62974 -0.91287
H -0.22024 -1.54801 0.72260
H 1.51192 -1.78062 0.54226
H 0.86398 0.54939 1.20353
H 2.42202 1.36399 -0.14800
H 0.11442 1.13555 -1.64175
H -0.43894 1.97333 -0.16474
H -2.86943 -0.82692 0.10459
*
```

Results
* E: -382.9224 hartree
* SMILES: C[C@@H](O)COC=O

Atom charges from the Löwdin analysis, given in e for atoms 1 to 2: -0.032, -0.414



2.
Molecular formula: C4H8O3
Method: DFT, ωB97M-V with the def2-TZVPD basis set

Geometry as ORCA input:
```
! wB97M-V def2-TZVPD RIJCOSX def2/J DEFGRID3
* xyz 0 1
O -1.16009 1.55262 -1.39962
C -1.58668 0.21996 -0.90317
O -2.24550 -0.44088 -1.82055
C -0.43977 -0.67461 -0.40143
C 0.68599 0.36143 0.28885
C 1.58370 -0.58207 1.12720
O 0.10922 1.31008 1.06752
H -2.11509 0.50918 0.03313
H -0.92679 -1.26616 0.40554
H -0.13877 -1.33118 -1.23062
H 1.40773 0.79385 -0.51588
H 1.04680 -1.28282 1.76661
H 2.28804 -1.14396 0.46169
H 2.19615 0.05020 1.80695
H -0.70493 1.92434 -0.68621
*
```

Results
* E: -382.6993 hartree

Atom charges from the Löwdin analysis, given in e for atoms 1 to 2: 0.025, -0.517



3.
Molecular formula: C4H8O3
Method: DFT, ωB97M-V with the def2-TZVPD basis set

Geometry as ORCA input:
```
! wB97M-V def2-TZVPD RIJCOSX def2/J DEFGRID3
* xyz 0 1
C 2.37577 0.01213 0.23340
O 1.02741 0.29592 0.61044
C 0.12357 -0.62320 0.26453
O 0.38661 -1.75307 -0.08373
C -1.28014 -0.04802 0.22781
C -1.28959 1.04011 -0.84997
O -2.20347 -1.06513 -0.04723
H 2.72736 -0.92228 0.67297
H 2.96265 0.85840 0.58917
H 2.43427 -0.05543 -0.85691
H -1.51103 0.39930 1.20375
H -0.59588 1.84381 -0.58727
H -2.29537 1.45115 -0.95822
H -0.98525 0.61102 -1.81165
H -1.68318 -1.84602 -0.29702
*
```

Results
* E: -382.9359 hartree
* SMILES: COC(=O)[C@@H](C)O

Atom charges from the Löwdin analysis, given in e for atoms 1 to 2: -0.034, -0.035



4.
Molecular formula: C4H8O3
Method: DFT, ωB97M-V with the def2-TZVPD basis set

Geometry as ORCA input:
```
! wB97M-V def2-TZVPD RIJCOSX def2/J DEFGRID3
* xyz 0 1
C -1.86968 0.69215 -0.74576
C -0.56464 0.25362 -0.08975
O -0.76103 -0.83345 0.78058
C 0.46170 -0.17054 -1.13793
O 0.78090 -1.33841 -1.22594
H -1.71129 1.57578 -1.37343
H -2.59346 0.95268 0.03290
H -2.27637 -0.12522 -1.34825
H -0.17018 1.09787 0.48731
H -0.41614 -1.60679 0.29699
H 0.88623 0.57287 -1.83679
C 2.05803 -0.27748 1.54504
O 2.10891 0.72364 0.87063
H 2.24210 -1.28332 1.12187
H 1.82492 -0.23340 2.62253
*
```

Results
* E: -382.8862 hartree
* SMILES: C[C@@H](O)C=O.C=O

Atom charges from the Löwdin analysis, given in e for atoms 1 to 2: -0.037, -0.434



5.
Molecular formula: C4H8O3
Method: DFT, ωB97M-V with the def2-TZVPD basis set

Geometry as ORCA input:
```
! wB97M-V def2-TZVPD RIJCOSX def2/J DEFGRID3
* xyz 0 1
O -0.29434 -2.59254 -1.13008
C -0.37584 -1.29116 -0.77596
C 0.50619 0.63589 -1.26620
C -0.21556 1.01299 -0.07813
O -1.44298 0.90051 0.01290
C 0.53850 1.15799 1.24311
O 0.07867 0.12002 2.09328
H -0.05637 -3.12753 -0.35640
H -0.18783 -1.13845 0.27767
H -1.17742 -0.80153 -1.29554
H 0.00781 0.86129 -2.20995
H 1.55894 0.93944 -1.26976
H 1.62058 1.05218 1.13150
H 0.32289 2.14622 1.67361
H -0.88324 0.12468 1.94994
*
```

Results
* E: -382.8122 hartree

Atom charges from the Löwdin analysis, given in e for atoms 1 to 2: 0.021, -0.033



6.
Molecular formula: C4H8O3
Method: DFT, ωB97M-V with the def2-TZVPD basis set

Geometry as ORCA input:
```
! wB97M-V def2-TZVPD RIJCOSX def2/J DEFGRID3
* xyz 0 1
C -1.37478 -1.03516 -0.47147
C 0.11367 -0.71914 -0.33162
O 0.37776 0.05644 -1.53212
C 0.62867 0.14900 0.82522
O 1.98630 0.39762 0.61002
C -0.12375 1.46360 0.92576
O 0.45216 2.52169 0.81978
H -1.38729 -0.71878 -1.52441
H -1.64944 -2.08993 -0.36467
H -2.06911 -0.41891 0.11110
H 0.69919 -1.64707 -0.31678
H 1.01324 -0.37060 -2.11525
H 0.49570 -0.36278 1.79492
H 2.04774 1.35314 0.43839
H -1.21008 1.42090 1.13114
*
```

Results
* E: -382.8919 hartree
* SMILES: C[C@@H](O)[C@@H](O)C=O

Atom charges from the Löwdin analysis, given in e for atoms 1 to 2: -0.030, -0.348



7.
Molecular formula: C4H8O3
Method: DFT, ωB97M-V with the def2-TZVPD basis set

Geometry as ORCA input:
```
! wB97M-V def2-TZVPD RIJCOSX def2/J DEFGRID3
* xyz 0 1
C 1.32419 -0.25936 -0.91879
C 0.30419 -0.05001 0.17612
C 0.14232 -1.17290 1.17113
O 0.17558 1.17659 0.64181
H 1.29966 0.55700 -1.64024
H 2.31283 -0.25203 -0.44993
H 1.17662 -1.20659 -1.43865
H -0.73562 -0.99618 1.79079
H 1.02100 -1.15044 1.82191
H 0.08046 -2.14862 0.68544
O -2.44505 0.67344 0.70914
C -1.60505 0.89921 -0.09282
O -1.47339 1.85338 -1.01898
H -0.98397 -0.16751 -0.56307
H -0.59377 2.24401 -0.87386
*
```

Results
* E: -382.8310 hartree
* SMILES: CC(C)=O.O=CO

Atom charges from the Löwdin analysis, given in e for atoms 1 to 2: -0.011, -0.532



8.
Molecular formula: C4H8O3
Method: DFT, ωB97M-V with the def2-TZVPD basis set

Geometry as ORCA input:
```
! wB97M-V def2-TZVPD RIJCOSX def2/J DEFGRID3
* xyz 0 1
O -0.24603 -1.07037 -1.41674
C -0.61130 -0.18557 -0.66526
C -1.83879 -0.50926 0.22087
O -2.21188 -1.83672 -0.00722
C 0.21307 1.10754 -0.65803
C 1.26871 0.96769 0.45258
O 0.67465 0.12496 1.42237
H -1.61682 -0.36660 1.28583
H -2.67121 0.17044 -0.02690
H -1.59078 -2.14649 -0.69201
H 0.70194 1.15856 -1.63715
H -0.37966 2.01853 -0.52095
H 2.17797 0.49029 0.06259
H 1.56219 1.94671 0.85708
H 0.84970 0.39671 2.31861
*
```

Results
* E: -382.9027 hartree
* SMILES: O=C(CO)CCO

Atom charges from the Löwdin analysis, given in e for atoms 1 to 2: 0.083, -0.335



9.
Molecular formula: C4H8O3
Method: DFT, ωB97M-V with the def2-TZVPD basis set

Geometry as ORCA input:
```
! wB97M-V def2-TZVPD RIJCOSX def2/J DEFGRID3
* xyz 0 1
C -0.91113 -0.94358 0.48848
C -0.21560 0.26034 0.97359
C 0.82047 0.59749 -0.03852
C 0.16114 1.21884 -1.26849
H 1.38881 -1.32980 0.33779
H -1.97723 -0.82349 0.16925
H -1.27976 -1.39143 1.46814
H -0.89745 1.22074 1.13647
H 0.48103 0.02685 1.95074
H 1.53331 1.28887 0.29811
H 1.34390 -0.36029 -0.23723
H -0.08162 -0.65155 -1.66335
O 0.16709 -1.81586 -0.20993
O -0.38709 0.26200 -2.07089
O -0.14587 2.44086 -1.33418
*
```

Results
* E: -382.7568 hartree

Atom charges from the Löwdin analysis, given in e for atoms 1 to 2: -0.245, -0.228



10.
Molecular formula: C4H8O3
Method: DFT, ωB97M-V with the def2-TZVPD basis set

Geometry as ORCA input:
```
! wB97M-V def2-TZVPD RIJCOSX def2/J DEFGRID3
* xyz 0 1
C 1.21433 1.27225 -0.58672
C 0.53066 0.66549 0.60093
C -0.06195 -0.71746 0.47795
C -1.10112 -0.92594 -0.59863
H 1.85705 0.54809 -0.96932
H 1.65928 2.37955 -0.17657
H 0.20617 0.94483 -1.44136
H -0.32614 1.63879 0.89665
H 0.92468 0.81348 1.94452
H -0.55464 -1.04828 1.65084
H 0.63233 -1.95977 -0.39500
H -2.95414 -0.35876 0.29457
O 1.09588 -1.60203 0.17845
O -2.10582 0.00121 -0.44966
O -1.01658 -1.65146 -1.42666
*
```

Results
* E: -382.6815 hartree

Atom charges from the Löwdin analysis, given in e for atoms 1 to 2: -0.121, -0.344



11.
Molecular formula: C4H8O3
Method: DFT, ωB97M-V with the def2-TZVPD basis set

Geometry as ORCA input:
```
! wB97M-V def2-TZVPD RIJCOSX def2/J DEFGRID3
* xyz 0 1
C -0.08782 2.77991 0.35287
C 1.07395 -0.00529 -0.31680
O 1.69560 -1.07413 -0.41452
C -0.32674 0.16574 -0.30537
O -1.31497 -1.78970 0.09512
C -0.92146 -2.93743 -0.09022
O 0.29444 -3.28039 -0.38956
H 0.21503 2.32717 1.30118
H -0.98831 3.37618 0.49908
H 0.72790 3.38682 -0.04322
H 1.65362 0.94333 -0.39887
H 0.86343 -2.43838 -0.41283
H -0.33597 2.03098 -0.41477
H -0.95540 0.32331 0.55495
H -1.59329 -3.80810 -0.01703
*
```

Results
* E: -382.7947 hartree

Atom charges from the Löwdin analysis, given in e for atoms 1 to 2: -0.049, -0.350



12.
Molecular formula: C4H8O3
Method: DFT, ωB97M-V with the def2-TZVPD basis set

Geometry as ORCA input:
```
! wB97M-V def2-TZVPD RIJCOSX def2/J DEFGRID3
* xyz 0 1
O 1.02163 -1.49305 -0.98626
C 0.60554 -0.79945 -0.07778
C 1.59713 -0.10383 0.83479
O 2.90898 -0.33696 0.43083
C -0.86715 -0.56812 0.15767
C -1.38444 0.57379 -0.73804
O -2.04799 1.50308 0.09402
H 1.36433 0.97308 0.84448
H 1.42418 -0.46392 1.86208
H 2.83626 -0.93940 -0.33149
H -1.39622 -1.50177 -0.05222
H -1.05679 -0.27911 1.19765
H -0.55101 1.05346 -1.27579
H -2.06082 0.16765 -1.50163
H -2.39362 2.21457 -0.45832
*
```

Results
* E: -382.9118 hartree
* SMILES: O=C(CO)CCO

Atom charges from the Löwdin analysis, given in e for atoms 1 to 2: 0.092, -0.378



In the order shown, the computed F_max values come out to 0.55, 5.93, 0.50, 0.57, 0.72, 1.51, 2.70, 0.46, 5.80, 12.93, 0.56, 0.46 eV/Å.
In the order shown, the computed ΔE to the lowest compared entry with this formula, charge and spin values come out to 1.154, 7.225, 0.788, 2.140, 4.153, 1.985, 3.641, 1.690, 5.662, 7.711, 4.630, 1.444 eV.